Version P
Formula: C52H143N13O13
Source: OMol25
Level of theory: ωB97M-V with the def2-TZVPD basis set

```
221
Properties=species:S:1:pos:R:3
H 21.00882 23.85443 9.39049
H 22.90077 15.01989 14.97934
H 19.81163 19.32072 8.55969
H 14.87829 14.31597 14.85153
N 11.78097 21.38176 12.17473
C 15.32996 22.91937 16.91698
O 17.58681 15.24010 9.40346
H 17.48977 16.54222 15.98582
C 15.17576 17.13253 14.75992
H 17.37691 17.24585 8.70859
H 19.25640 13.42486 10.41559
H 17.54866 10.27873 21.19575
H 23.03730 18.62039 8.00970
H 20.80899 12.92460 12.82260
C 16.89699 15.27097 19.04192
H 14.49501 15.57559 17.70079
H 12.94805 12.17600 13.72804
H 24.84367 14.52221 17.41630
H 14.33386 23.17270 10.76789
N 24.71458 15.46059 17.06576
C 19.65905 17.41938 14.14204
O 15.50019 21.55361 12.29038
H 11.90635 16.82588 11.53811
H 12.22216 16.54442 19.22936
H 16.91479 15.62656 18.01170
C 12.71787 16.03123 20.05338
H 21.66503 19.29743 13.27005
C 16.56763 21.43633 13.24332
H 11.57683 19.12685 9.35059
H 12.53640 24.50457 16.61328
C 12.39598 17.79825 11.48469
H 19.60445 16.90525 18.35303
H 22.87010 13.69608 16.13328
N 20.01487 13.51079 13.03672
C 21.09913 17.05413 9.63804
H 15.20785 22.54501 17.93336
H 13.35961 23.78075 12.07866
C 19.08714 19.73159 16.79364
C 16.29570 11.77791 14.84706
O 13.21005 21.08672 15.67901
H 18.59565 19.91961 15.83908
H 16.86630 18.60669 18.09651
H 20.03943 12.01978 16.29890
H 16.43790 22.15516 14.05237
H 9.31133 17.20325 11.43063
C 16.20611 16.01699 14.51662
H 23.07173 16.75403 16.69688
C 22.64960 15.63645 18.41178
C 18.17286 11.96082 13.40635
H 13.98340 25.23465 16.46473
H 16.41658 14.06426 15.07267
H 13.63430 14.34723 18.50871
C 19.05269 12.61359 11.11447
H 15.94092 12.28632 15.74358
C 21.02972 17.82430 8.29906
H 16.49499 16.18576 11.45362
H 18.62244 20.68163 19.77715
H 20.22388 16.41732 9.76650
H 19.23321 18.66827 16.98366
H 21.16282 17.63819 17.81644
H 14.30338 19.53885 18.04760
H 16.70078 20.45788 13.70485
H 19.08246 17.97723 8.85727
C 20.67663 16.97850 18.53514
H 12.87151 21.84448 17.57368
H 18.31418 17.44838 12.37884
H 18.22509 12.08683 10.63938
H 17.80508 14.70580 19.25184
C 20.52422 20.81919 11.11661
H 21.53739 21.51491 9.30183
H 17.66350 11.28380 12.72058
N 8.96135 17.25488 10.48462
C 22.43654 15.49768 10.86775
C 19.93976 11.23599 18.90867
H 15.14995 18.33828 10.89274
N 15.70793 14.77193 15.20352
N 13.49328 24.48784 16.93606
H 20.08768 20.12468 16.61337
H 17.54781 21.55517 12.78154
H 16.56215 14.57272 7.76154
H 13.35912 21.09639 10.71530
H 21.78241 19.49992 7.26217
H 10.37563 18.11479 7.63757
H 21.27236 23.46269 11.11792
H 12.78378 13.11723 15.95122
H 19.14932 10.89540 21.78651
H 14.87892 17.16175 15.80831
H 22.13133 16.05909 11.75080
N 12.61276 14.40383 11.08438
H 22.49544 20.70393 13.78207
H 16.76996 12.66952 18.29558
H 20.03593 16.55651 13.59294
H 15.65686 13.90191 20.03769
H 19.60121 21.02135 11.66001
H 15.27453 12.55768 11.99259
H 15.96662 16.42861 9.10127
C 14.70281 13.43401 11.68716
H 20.09951 8.63897 19.08679
H 20.80935 20.73371 13.85558
H 18.70149 21.39526 9.49340
H 21.77978 14.63141 10.78822
O 21.24131 15.66667 18.45043
H 18.02741 21.40220 17.68435
H 19.97135 18.37636 13.72399
C 20.64386 21.76721 9.87285
H 20.83828 17.46266 19.49824
C 19.02828 10.27998 19.65390
C 17.59993 14.64662 8.08657
H 22.89623 14.70130 18.91454
H 14.20431 20.22958 19.74530
H 15.04219 13.65782 10.67581
H 17.91283 13.60371 8.03623
C 12.68615 13.07404 13.16854
C 18.72349 13.08215 12.53575
H 21.25735 17.08734 7.52888
H 13.03016 17.74292 10.59990
C 14.76064 19.61940 19.03376
H 18.95475 11.40674 13.92572
H 14.24791 20.16465 13.02975
N 19.03101 20.11994 19.04388
C 17.65523 16.23166 14.95419
N 19.55419 21.37863 8.95236
H 12.25826 15.05073 20.17779
H 8.34226 18.04857 10.56755
H 11.85544 21.50889 13.17393
H 18.73609 16.38260 11.49375
H 20.04286 17.27068 15.15133
H 20.00296 20.38685 18.97930
O 15.99100 20.31729 18.92309
O 18.19499 17.27901 14.11974
C 10.83717 18.93870 10.12879
H 16.26253 18.63373 12.21586
C 9.48836 18.00556 8.26120
H 11.34492 13.90191 15.26471
H 16.72657 16.04892 19.78612
C 22.58859 14.73862 15.98509
H 19.46038 22.13712 8.29206
N 18.31460 17.29347 11.38079
O 13.09591 14.05392 14.09570
H 16.74922 10.80888 15.05537
H 8.90598 17.21223 7.79262
C 16.81013 19.68937 17.98357
H 18.00416 13.88754 12.38736
H 23.17354 16.27667 19.12150
C 18.44645 10.84793 20.95475
C 20.64788 23.27977 10.24347
H 25.02678 15.40456 16.10686
O 11.41386 18.81544 11.37527
H 12.82396 15.15822 11.72186
C 18.18562 20.33913 17.86589
N 15.97595 13.25319 18.07427
H 11.54427 20.13519 15.29336
H 11.60963 12.98896 13.02036
H 10.15805 19.79091 10.15427
H 8.89494 18.91377 8.15585
H 21.50663 14.86037 16.03646
O 21.76310 20.92714 11.95635
H 15.80351 22.10156 16.37382
C 12.42796 13.96718 15.36893
H 13.03867 12.31645 11.19834
C 22.01103 18.94870 8.17430
H 16.12348 15.83433 13.44522
H 20.95250 17.76156 10.45421
H 18.20500 9.98155 19.00486
C 17.00081 16.52285 9.43242
C 19.73297 12.72823 17.06850
H 11.57884 20.39454 12.10658
O 14.06160 16.01623 19.72555
H 19.18189 13.55936 16.62846
N 19.84671 9.10792 19.94486
C 12.93221 22.15332 16.53012
H 15.99580 13.57745 17.11795
H 20.37594 19.79162 10.78462
H 12.50561 23.34649 10.62137
H 12.99273 17.92354 12.38818
H 19.96115 13.69589 14.02816
H 14.80103 18.57870 19.35534
H 12.93890 19.09438 15.14587
C 21.62022 20.38516 13.21596
H 10.69543 16.83064 9.58059
N 19.69116 18.39705 8.16928
C 13.15142 21.62348 11.64650
H 16.07338 23.69996 17.07853
C 13.35840 23.07845 11.24507
H 15.06789 14.25913 12.29872
H 23.48396 15.30244 11.09774
C 16.20521 18.34785 11.16558
H 15.56056 11.67907 14.04837
O 19.06234 12.13449 18.18405
C 23.29372 15.73253 17.00567
H 18.17544 11.90092 20.87816
H 12.59304 16.45701 21.04898
H 20.53490 10.67826 18.18559
C 14.26845 21.22149 12.76374
H 18.18521 15.28008 14.91272
O 17.32132 12.56995 14.40295
C 14.41729 15.08766 18.67238
C 13.22836 13.25748 11.71466
H 11.92593 22.53301 16.35313
C 10.04434 17.69960 9.67590
H 20.61655 11.80110 19.54952
H 19.63625 23.55260 10.54393
C 16.97660 17.00032 10.91266
H 20.58798 13.28082 17.45798
H 12.28241 19.55764 16.75874
O 22.37998 16.37604 9.75567
C 12.50595 19.89436 15.74644
H 14.04624 21.88090 13.60272
H 19.27450 8.41155 20.40066
H 19.92842 11.96472 11.10161
H 22.04969 19.57462 9.06583
H 16.70598 19.23420 10.77606
H 12.41103 14.89843 15.93514
C 13.95165 23.23720 16.34354
H 18.20088 15.22407 7.38406
C 15.74162 14.36229 19.05333
H 16.26444 19.76650 17.04316
H 11.60472 14.36983 11.13725
H 14.07301 23.50467 15.29386
H 14.31530 16.76993 14.19758
H 15.68143 18.03529 14.41723
```

Output
total charge	0
multiplicity	1
HOMO	-8.59	eV
Kohn-Sham gap	8.962	eV

Atom charges from the Mulliken analysis, given in e for atoms 1 to 6: atom 1 (H): 0.407, atom 2 (H): 0.463, atom 3 (H): -0.149, atom 4 (H): -0.362, atom 5 (N): -0.763, atom 6 (C): -1.268

Version Q
Formula: C52H143N13O13
Source: OMol25
Level of theory: ωB97M-V with the def2-TZVPD basis set

```
221
Properties=species:S:1:pos:R:3
H 3.01473 4.10892 -1.88472
O -3.85024 6.40800 -0.49171
H -1.74239 6.30801 -0.44721
H 1.76091 3.27152 0.19548
H 2.11789 -0.48242 -6.43105
N -3.40878 -1.00053 -4.91586
H 0.80091 -1.51557 -6.99287
H 2.72358 -2.43166 2.93351
C 2.07085 -2.42785 -5.57536
H 2.69816 -1.59026 -2.41017
H -6.33904 -3.61280 -3.03202
H 5.06819 -2.27982 7.27858
H 2.05843 -1.05472 0.13117
H -1.67982 -2.40848 1.83791
H 3.09553 -2.30871 -5.19200
H -3.03607 6.84980 -3.92366
H 0.94712 -4.06798 -6.12696
C 2.95293 -2.47302 5.74001
H -1.13032 -4.68589 -5.01751
H 6.18887 -2.16629 5.90176
H 6.76720 -3.37257 1.03389
H -7.42604 0.72005 0.86540
H -2.20298 -3.43575 -5.46956
C -1.22889 0.36180 5.39986
H -3.99870 8.34288 0.40613
H 4.39498 5.80617 -0.06824
H -0.72233 -0.33792 0.93789
H -3.21283 2.25171 -6.14321
H 2.59034 -1.45082 5.55832
H -7.16964 -0.61122 -2.82250
O 0.65743 0.45458 3.69968
H -0.81571 -6.89984 -1.12438
H 0.10069 -0.71987 -1.35223
H -0.99583 -1.77989 5.71432
H 1.40136 -1.76151 3.56994
H -2.90861 -0.07955 6.38136
H -3.54464 -3.96048 -3.25546
C 1.85286 -1.48960 -6.70107
O -3.51797 3.82580 4.23657
H 0.41958 -0.88347 6.04040
O 1.53469 -0.80754 -3.85662
O -0.74740 -5.65244 -2.69514
C -2.40570 0.09601 -0.32977
C -3.41233 3.52088 2.83377
H 2.84521 8.01089 -2.97568
C -2.14831 -5.43354 -2.61792
H 3.69061 -0.88411 -3.71544
C -0.41484 -6.90156 -2.11734
O -3.23027 -3.34726 -0.05241
N -2.77052 4.15662 -1.75618
C -2.75303 0.30463 -5.28268
H 5.04734 -5.01052 1.40340
H 1.31542 1.97777 5.11989
H -5.60336 1.60199 -0.35698
N 1.95172 -3.87477 -5.99391
H -5.23211 -3.10866 0.26792
C -0.35333 -3.48035 0.51922
H 5.08109 -0.80472 6.20279
C 9.26175 -0.15528 1.83686
H -2.71256 -6.26329 -3.01092
C 0.03312 0.31198 -0.97494
C -1.02329 0.39673 0.18202
C 5.71805 -3.05088 0.96492
H 2.90757 -5.21635 5.50666
O 6.59913 -2.48816 -1.16848
H -0.33241 1.02722 -1.74692
H 2.65786 0.14634 -2.52850
C -0.66022 -0.84203 6.15648
C -7.69235 -0.01138 0.09280
C 2.11150 -3.33055 4.73562
H -2.74912 0.92993 -3.15710
H 2.43210 -4.09707 -6.85220
N -1.05920 -4.26134 2.77199
H 0.25220 3.07315 -4.72132
H -1.65794 4.78222 4.36357
H 6.06850 -1.05998 0.24747
H 5.63758 2.17251 4.31027
H -1.64379 -4.08998 3.55729
N 1.44027 4.19564 0.45802
H -0.20116 1.98512 1.20290
N 8.29464 -1.24673 3.75616
C -0.77960 0.45062 3.96312
H -3.72139 3.92569 -1.62569
H -6.53012 1.53452 -1.72628
H -5.68115 -0.71155 -0.12403
C -2.71625 4.91374 4.62457
C 5.17109 -1.91673 6.24362
H -4.73080 -3.24121 -1.47120
N 5.14590 -2.40676 2.16660
H -1.23083 0.19545 -3.69050
H -2.54998 2.91328 2.55179
H -3.36615 4.50144 2.33858
H -8.54867 0.42729 -0.43611
C -4.94251 1.50469 3.08719
H -3.02175 7.12108 1.24629
H 9.94885 -1.00084 1.86323
H 5.65904 -1.72408 -2.90473
H 1.68873 7.38670 -1.85537
H -5.12917 1.66326 4.13796
H -3.05356 -0.03391 0.52713
H -7.99191 -4.08203 -2.60426
H -4.80544 6.90121 1.18566
H -2.81945 4.96217 5.71993
H -0.92857 -0.84945 7.21590
C -4.65108 2.78797 2.36814
H -2.23672 -2.92365 -1.90407
C -3.71672 1.33934 -5.82160
H -0.77892 2.36659 -6.01774
H 6.78203 -0.63912 -2.10917
C 1.21006 1.71460 4.05894
H 3.87050 -4.11634 0.54745
C 4.94626 -4.24913 0.59827
H -0.40190 -4.42276 0.02427
H -4.13865 0.74714 3.03093
H 4.72163 -1.86869 -0.58482
H 5.28843 -2.94286 3.01221
H 2.38716 -1.74268 -7.60098
H -2.75218 -5.09181 0.96493
C -2.56836 5.50329 -2.31759
H -4.32532 0.89126 -6.61467
H 0.54069 2.44900 3.64605
H 0.16584 -1.74440 -4.76296
O 3.16167 6.02912 -2.35558
H -2.37048 3.46186 -2.35660
O -1.51274 2.12900 -4.08450
C 1.96809 0.02041 0.39219
H 1.78156 6.65429 -3.53833
C 6.58078 -1.70991 -2.34425
H -2.77971 -5.18389 -5.27586
C 5.56892 1.91321 3.25510
H -4.39055 5.81820 -3.48679
C -6.64851 -1.11488 -2.00222
H -1.49178 5.49753 -2.57622
H 2.80965 -2.79396 6.75902
H 8.04532 -1.13207 4.72554
C -7.34413 -3.23667 -2.83109
H 7.43337 -1.99423 -2.99666
C 2.32680 7.12373 -2.70623
H -1.22339 -0.39545 3.47709
C 2.28530 5.21872 -0.20699
H 1.41492 0.05009 1.29709
C 2.70391 -4.70573 4.57230
C -2.82028 -4.01133 1.13746
H -2.77531 0.92681 -0.93152
H 0.60665 -3.27590 1.00348
H -2.44514 -0.82202 -0.92823
H -0.47960 -2.63480 -0.19685
H -4.49341 1.56218 -5.07849
H -4.79618 -4.66858 -0.44531
H 5.42184 -1.43153 2.25609
H -1.21455 1.37194 3.56933
C 5.71431 -2.04099 -0.14446
H 5.74269 2.86492 2.81037
H 2.20836 1.81841 3.62824
H 4.59012 1.49404 3.00708
N -5.83397 1.04761 -1.18588
H 8.34645 -0.47177 1.28548
N -1.86169 -2.94810 -2.83482
H 2.05427 -5.38192 3.99756
N -1.08823 1.76513 0.77964
C -0.42637 2.23350 -5.01149
C -4.55569 -3.59354 -0.44878
H -3.07470 1.31452 5.47486
H -3.04101 5.15854 -4.37832
H -0.80322 -7.67875 -2.76337
H 4.01297 4.16969 0.28162
H 8.19664 2.09448 2.98802
O 4.31258 -2.58581 5.39540
H 0.17607 1.29609 -4.97331
C 7.80993 1.18426 3.45192
C 3.66961 5.21360 0.43413
H -5.66762 -1.36548 -2.44241
O 1.31082 0.74572 -0.66598
H -4.37750 3.43856 0.50763
H -3.59571 -3.85650 1.88388
C -2.15483 -4.35993 -4.90424
C -1.47284 -3.45634 1.63396
H 1.18807 -2.85015 -3.64315
H -3.85547 1.87868 0.65773
H 1.81733 6.16124 0.02392
H -4.16409 -0.78490 -4.28289
H 1.44530 4.99573 -2.21167
H 2.93620 0.51483 0.48207
C -2.45476 -4.13628 -3.41869
C -3.29182 5.84431 -3.55514
H -7.73418 -2.75543 -3.71932
H -5.78307 0.94207 2.66798
H 5.33563 -4.71976 -0.29959
C -3.93021 7.26072 0.62157
O -7.27594 -2.33283 -1.71840
C 1.13514 -2.04089 -4.36753
H 3.63484 5.35756 1.50238
H -2.36868 -5.14279 -1.60651
C 2.42832 5.00839 -1.73351
H -3.02411 5.85357 4.11496
H -5.55233 3.41449 2.51801
C 8.72268 0.03635 3.26483
H 0.47446 4.22147 0.14650
C -6.42453 -0.25362 -0.76211
H 1.15782 -3.47557 5.25069
N -4.59108 2.53261 0.90358
H 3.63558 -4.64006 3.99990
H -2.07133 0.13405 -6.11642
H -0.76793 1.23616 5.85728
C -2.58700 6.50209 -1.13293
H -0.10052 -4.02470 2.96845
H -2.73103 -1.51049 -4.33468
H -8.12899 -0.85413 0.60798
O 6.53489 0.93585 2.97628
H 9.60927 0.73903 1.34416
H -2.41927 7.51790 -1.49787
H 0.66098 -6.93858 -2.12676
N 1.87879 -2.65133 3.45072
N -2.68604 0.36897 5.50442
H -1.06010 2.44269 0.02218
H 9.52431 0.37978 3.89415
H -0.85998 -3.03262 -2.70991
H 7.58391 -1.66116 3.17854
C 2.75565 -0.75075 -3.13602
H 7.71947 1.47181 4.50132
C -2.06850 0.85541 -4.01123
```

Output
total charge	0
multiplicity	1
HOMO	-8.68	eV
Kohn-Sham gap	9.181	eV

Atom charges from the Mulliken analysis, given in e for atoms 1 to 6: atom 1 (H): 0.256, atom 2 (O): -0.354, atom 3 (H): 0.214, atom 4 (H): 0.073, atom 5 (H): 0.308, atom 6 (N): -0.549

Least stable of them? version P.

Version P
Formula: C3H7FN2O
Source: OMol25
Level of theory: ωB97M-V with the def2-TZVPD basis set

```
14
Properties=species:S:1:pos:R:3
N 1.04278 -1.12472 -0.12683
H 2.46490 0.62074 -0.14583
O -1.73430 -1.74321 -0.02686
F -0.83193 2.19353 -0.23756
H -1.84730 0.39077 -0.58746
C 0.18801 -0.21840 -0.12506
H 3.00983 -1.09231 -0.40824
H -0.67695 -2.17495 -0.41178
N 2.22816 -0.52858 0.12323
H 0.63154 1.45730 1.32071
C 0.37602 1.35151 0.21305
C -1.37937 -0.34510 0.17182
H -1.70331 -0.12208 1.32947
H 1.47856 1.96950 -0.27769
```

Output
total charge	0
multiplicity	1
HOMO	-9.58	eV
Kohn-Sham gap	10.029	eV

Atom charges from the natural (NBO) analysis, given in e for atoms 1 to 6: atom 1 (N): -0.247, atom 2 (H): 0.351, atom 3 (O): -0.729, atom 4 (F): -0.389, atom 5 (H): 0.213, atom 6 (C): 0.167

Version Q
Formula: C3H7FN2O
Source: OMol25
Level of theory: ωB97M-V with the def2-TZVPD basis set

```
14
Properties=species:S:1:pos:R:3
C -0.43536 0.34015 0.74591
C 1.83755 0.42592 -0.39347
F -0.38019 1.68264 0.39216
N -1.62978 -0.29674 0.42180
H 1.35716 0.97167 -1.20368
H -1.29762 -1.73155 -0.91607
H -0.49208 0.44923 2.30429
N -1.78324 -0.84021 -0.87742
O 0.96385 -1.56566 0.60810
H -1.41343 -0.22552 -1.60534
H 2.27428 1.16322 0.27900
H -2.45080 0.24064 0.67593
C 0.82887 -0.39645 0.35600
H 2.62080 -0.21734 -0.78719
```

Output
total charge	0
multiplicity	1
HOMO	-9.92	eV
Kohn-Sham gap	10.139	eV

Atom charges from the natural (NBO) analysis, given in e for atoms 1 to 6: atom 1 (C): 0.317, atom 2 (C): -0.721, atom 3 (F): -0.385, atom 4 (N): -0.497, atom 5 (H): 0.236, atom 6 (H): 0.364

Least stable of them? version P.